[1]
The following is a DFT calculation (wB97M-V/def2-TZVPD) of a cluster of 2 separate species, H4O2 in total.

The energy relative to the best compared isomer or geometry (same formula, charge and spin) comes out at 0.349 eV. Its spin multiplicity is 1. The calculated total energy is -152.86210 hartree. The structure (SMILES) is O.O.

Last column: Mulliken charge in e.
Geometry (Å):
O1 -2.0101 0.1385 -0.1665  -0.662
H1 -1.3342 0.1355 0.6191  0.331
H2 -2.3318 -0.7817 -0.2102  0.329
O2 1.9987 -0.1599 0.1394  -0.652
H3 2.6046 0.6358 0.0322  0.331
H4 1.1523 0.1811 -0.2244  0.323

Atoms 1-2, force components in eV/Å:
O 1.8 -0.5 2.2
H -2.0 -0.1 -2.2

***

[2]
The following is a DFT calculation (wB97M-V/def2-TZVPD) of a cluster of 20 separate species, H39O20 in total.

The energy relative to the best compared isomer or geometry (same formula, charge and spin) comes out at 8.010 eV. The total charge is -1. Its spin multiplicity is 1. The calculated total energy is -1528.06597 hartree.

Last column: Mulliken charge in e.
Geometry (Å):
O1 0.7911 -1.3799 2.0322  -0.657
H1 0.3056 0.6898 0.8178  0.387
O2 1.0186 -0.5305 5.1070  -0.625
H2 0.4967 -0.9266 4.3854  0.340
H3 2.0205 -0.4825 4.9132  0.295
O3 1.1935 0.8198 -4.5203  -0.617
H4 3.0672 4.8220 -1.5491  0.311
H5 2.0284 1.1117 -4.8773  0.320
O4 -2.3008 -0.3419 0.5104  -0.987
H6 -2.3511 0.5327 0.8176  0.061
H7 -0.7847 1.5542 -1.8017  0.272
O5 -0.0597 2.1360 -1.5307  -0.617
H8 -0.5633 -2.8312 -0.6669  0.344
H9 1.2997 1.1989 -3.7198  0.291
O6 -0.1904 -3.3211 -4.3087  -0.620
H10 0.2630 -1.9945 1.4473  0.440
H11 0.1424 -0.7003 2.1236  0.174
O7 -3.8501 -1.3998 -1.1286  -0.722
H12 -3.8332 -0.6869 -1.6928  0.295
H13 -3.3541 -0.8654 -0.3827  0.485
O8 -1.2291 4.7728 -1.3446  -0.624
H14 0.1103 -2.9956 -3.4521  0.286
H15 1.6762 -3.7222 -2.2035  0.339
O9 4.3365 -1.8385 1.4663  -0.627
H16 3.8713 -1.5096 0.7716  0.341
H17 3.9082 -1.7429 2.3242  0.305
O10 -1.5049 -2.6843 1.3197  -0.696
H18 -1.6922 -3.5180 0.8079  0.282
H19 2.8338 -4.5648 -2.7364  0.290
O11 0.0514 -3.6243 -0.8706  -0.699
H20 -2.0457 -1.8281 0.9488  0.424
H21 -0.6946 -4.2288 -1.3720  0.416
O12 0.1579 1.5946 1.3288  -0.583
H22 -2.2264 -0.0714 5.8314  0.261
H23 -0.6265 -4.0726 -4.4684  0.289
O13 4.6904 -0.4658 -1.1626  -0.666
H24 5.5333 -0.5994 -0.7932  0.307
H25 -1.3491 4.2076 -0.5583  0.277
O14 3.1146 4.8989 -0.5351  -0.637
H26 -0.9841 4.0282 -1.8945  0.445
H27 3.6623 4.0283 -0.4951  0.324
O15 -1.7160 4.4977 1.9392  -0.668
H28 -0.8460 4.0202 2.2751  0.328
H29 -2.5115 3.9745 2.4371  0.317
O16 -2.3716 -3.5090 -1.8636  -0.767
H30 -1.6648 -3.3406 -2.3224  0.254
H31 -1.2480 2.7266 4.8901  0.260
O17 -2.5162 0.5788 5.3075  -0.562
H32 -2.8127 -2.6099 -1.3407  0.412
H33 -3.4612 0.3533 5.0533  0.284
O18 2.6294 -3.6112 -2.6312  -0.614
H34 -0.2813 2.5897 -0.7135  0.239
H35 -0.4999 1.3964 1.8800  0.205
O19 -1.2641 2.3761 -4.6998  -0.634
H36 -0.3343 2.1497 -4.4210  0.359
H37 -1.8188 2.0659 -3.8492  0.300
O20 -0.4858 2.5858 5.3830  -0.627
H38 -0.4184 1.5403 5.5466  0.364
H39 4.6885 -1.2533 -1.7590  0.328

Atoms 1-2, force components in eV/Å:
O 0.2 -1.1 -0.9
H -0.4 2.9 1.3

***

[3]
The following is a DFT calculation (wB97M-V/def2-TZVPD) of a cluster of 2 separate species, C32H28F6NO in total.

The energy relative to the best compared isomer or geometry (same formula, charge and spin) comes out at 0.922 eV. The total charge is +1. Its spin multiplicity is 1. The calculated total energy is -1965.09919 hartree.

Last column: Mulliken charge in e.
Geometry (Å):
F1 4.4339 3.2804 5.4940  -0.232
C1 4.7801 3.2938 4.1641  0.780
F2 4.8325 4.5965 3.7644  -0.259
F3 6.0594 2.7927 4.0746  -0.236
C2 3.8309 2.4531 3.3639  0.447
C3 3.0272 3.0095 2.3688  -1.211
C4 2.1690 2.1736 1.6804  -0.328
C5 2.2166 0.7580 1.8522  0.424
C6 1.6383 -0.1064 0.8813  -0.154
C7 1.7204 -1.5595 1.0026  1.160
C8 1.2604 -2.2801 2.1399  -0.536
C9 1.4165 -3.6623 2.2142  -1.048
C10 2.0015 -4.3473 1.1550  0.450
C11 2.1910 -5.8357 1.2111  0.708
F4 1.7069 -6.4560 0.0845  -0.236
F5 3.5242 -6.1568 1.3016  -0.237
F6 1.5698 -6.4079 2.2824  -0.270
C12 2.5020 -3.6736 0.0467  -1.102
C13 2.3220 -2.3029 -0.0520  -0.153
C14 3.0356 0.2478 2.8968  -0.278
C15 3.8543 1.0914 3.6163  -1.464
H1 3.1084 4.0724 2.1485  0.520
H2 1.4686 2.6119 0.9694  0.392
H3 1.6163 0.3131 -0.1198  0.931
H4 0.7781 -1.7573 2.9697  0.550
H5 1.1336 -4.2343 3.0920  0.528
H6 3.0505 -4.2257 -0.7163  0.451
H7 2.6912 -1.7780 -0.9417  0.478
H8 3.0962 -0.8189 3.0836  0.470
H9 4.5503 0.6987 4.3533  0.436
O1 -0.3158 1.3731 -2.1241  -0.685
C16 -1.5933 0.8088 -1.8609  3.680
C17 -2.4934 1.3863 -2.9795  -1.049
C18 -1.8920 1.7988 -4.1703  -0.346
C19 -2.6750 2.1594 -5.2767  -0.686
C20 -4.0674 2.1691 -5.1938  -0.466
C21 -4.6746 1.8324 -3.9779  -0.862
C22 -3.8970 1.4322 -2.8765  0.092
C23 -1.5318 -0.7238 -1.9143  -0.977
C24 -0.6789 -1.3626 -1.0243  0.079
C25 -0.9096 -2.6806 -0.6360  -0.702
C26 -1.6436 -3.4981 -1.4998  -0.865
C27 -2.3071 -2.9148 -2.5871  -0.732
C28 -2.2886 -1.5196 -2.7775  -0.614
C29 -2.0090 1.1557 -0.4044  -0.615
C30 -2.5932 2.5608 -0.1374  -0.683
C31 -2.2781 2.8321 1.3509  -0.720
C32 -1.2392 1.7892 1.7554  -0.815
N1 -0.8961 1.0692 0.5269  0.184
H10 0.1371 1.5300 -1.2675  0.276
H11 -0.8065 1.8277 -4.2489  0.406
H12 -2.1847 2.4332 -6.2084  0.395
H13 -4.6850 2.4285 -6.0591  0.402
H14 -5.7636 1.8692 -3.8748  0.379
H15 -4.3881 1.1262 -1.9429  0.375
H16 0.1877 -0.8237 -0.6573  0.396
H17 -0.5060 -3.0415 0.3078  0.577
H18 -1.6673 -4.5788 -1.3540  0.432
H19 -2.8911 -3.5349 -3.2710  0.409
H20 -2.8407 -1.0588 -3.6009  0.438
H21 -2.7847 0.4193 -0.1131  0.448
H22 -2.0824 3.3024 -0.7783  0.382
H23 -3.6715 2.5853 -0.3577  0.390
H24 -1.8752 3.8412 1.4589  0.315
H25 -3.1818 2.7502 1.9676  0.272
H26 -0.3462 2.2370 2.1964  0.374
H27 -1.6658 1.1082 2.5030  0.359
H28 -0.5861 0.1212 0.7262  -0.222

Atoms 1-2, force components in eV/Å:
F 0.3 0.0 -1.5
C 1.5 1.1 1.2

***

- The lowest calculated total energy belongs to which entry?
  C32H28F6NO

***

Copy entry 1 word for word.
The following is a DFT calculation (wB97M-V/def2-TZVPD) of a cluster of 2 separate species, H4O2 in total.

The energy relative to the best compared isomer or geometry (same formula, charge and spin) comes out at 0.349 eV. Its spin multiplicity is 1. The calculated total energy is -152.86210 hartree. The structure (SMILES) is O.O.

Last column: Mulliken charge in e.
Geometry (Å):
O1 -2.0101 0.1385 -0.1665  -0.662
H1 -1.3342 0.1355 0.6191  0.331
H2 -2.3318 -0.7817 -0.2102  0.329
O2 1.9987 -0.1599 0.1394  -0.652
H3 2.6046 0.6358 0.0322  0.331
H4 1.1523 0.1811 -0.2244  0.323

Atoms 1-2, force components in eV/Å:
O 1.8 -0.5 2.2
H -2.0 -0.1 -2.2